Record 1
ORCA calculation (ωB97M-V/def2-TZVPD) on C37H28F9N3OP2PdS3 as an isolated structure.

The calculation puts the total energy at -124360.9488 eV. The HOMO energy (alpha / beta) is 0.017 / 0.017 hartree. As for the charge: -2. The calculation puts the energy relative to the best compared isomer or geometry (same formula, charge and spin) at 63.4 kJ/mol.

Geometry as XYZ:
```
84
Properties=species:S:1:pos:R:3:forces:R:3
Pd -0.6688 -0.6907 -0.8096 0.5 -1.5 0.8
C 2.7906 -1.4200 1.5360 -0.1 -1.5 -0.8
N 1.9834 -1.3980 0.3170 -0.6 -1.8 1.0
P 0.5397 -2.4878 -0.1434 -1.5 3.7 -0.5
C 0.2123 -3.7286 1.0569 1.3 -1.2 0.8
C 0.8434 -4.9603 0.7981 0.0 -0.3 0.2
C 0.5357 -6.0614 1.5794 -0.3 1.5 0.4
C -0.3869 -5.8872 2.6055 -0.8 -2.3 0.1
C -1.1293 -4.7448 2.7987 0.8 1.3 0.0
C -0.7252 -3.5963 2.1056 -0.6 0.3 -0.3
C 1.1059 -3.2608 -1.6543 1.2 -0.1 -1.1
C 2.4561 -3.5603 -1.8288 0.2 -0.6 -0.2
C 3.0120 -3.9908 -3.0300 0.9 0.2 0.7
C 2.2574 -3.8895 -4.1469 -1.2 -0.4 -1.5
C 0.8888 -3.5647 -4.0385 -0.5 -0.1 0.2
C 0.2772 -3.2643 -2.8144 0.8 -0.5 0.0
P 1.6348 -0.0870 -0.6268 -3.6 -0.2 -1.0
C 2.5475 0.0834 -2.1121 2.2 1.3 -1.3
C 1.8701 0.4783 -3.2928 -0.2 0.1 0.4
C 2.5525 0.9715 -4.4010 0.9 0.4 -0.2
C 3.9528 1.1694 -4.3663 -1.0 -0.9 1.5
C 4.6193 0.8045 -3.2047 0.3 -1.0 1.4
C 3.9402 0.2576 -2.0919 -0.3 -0.1 -1.6
C 1.6825 1.5575 0.0519 -0.1 2.0 0.4
C 0.4040 2.2541 -0.0606 1.6 -0.7 -0.4
C 0.2813 3.5080 0.5008 0.2 1.0 0.4
C 1.4232 4.1405 1.1118 -2.1 -0.2 -1.3
C 2.6552 3.5676 0.9815 0.5 0.0 0.5
C 2.8113 2.2821 0.4783 -1.3 -0.9 0.1
H 3.7645 -1.8350 1.2485 0.3 0.0 0.6
H 2.3174 -2.0582 2.3207 0.3 0.5 -0.6
H 2.9067 -0.4244 1.9020 0.1 0.7 0.4
H 1.5997 -5.0272 0.0028 -0.5 -0.1 0.4
H 1.0346 -6.9865 1.4645 0.4 -0.9 -0.2
H -0.6388 -6.7847 3.1955 0.1 0.4 -0.2
H -1.9416 -4.7093 3.5260 0.3 0.1 -0.1
H -1.1871 -2.6058 2.3191 0.4 -0.9 -0.3
H 3.1751 -3.4533 -1.0428 -0.1 0.0 0.9
H 4.0480 -4.3758 -3.0691 -0.6 0.6 0.0
H 2.7122 -4.1067 -5.1202 -0.4 0.0 0.2
H 0.2419 -3.6147 -4.9166 0.3 0.3 0.1
H -0.7985 -3.0214 -2.7639 0.8 0.0 0.1
H 0.7747 0.5082 -3.2994 0.3 -0.4 0.1
H 1.9985 1.2617 -5.2947 0.0 -0.1 0.3
H 4.5613 1.5314 -5.1516 0.1 0.5 -1.0
H 5.7090 0.8368 -3.0823 -0.3 0.3 -0.5
H 4.4702 -0.0924 -1.2215 0.4 0.2 0.2
H -0.3274 1.7533 -0.7358 0.1 0.5 1.0
H -0.6778 4.0769 0.4258 0.9 -0.6 0.2
H 1.2875 5.1465 1.5029 0.2 -0.2 0.1
H 3.5117 4.1170 1.3251 0.4 0.1 0.2
H 3.7752 1.7995 0.4973 0.2 0.0 -0.1
F -4.0966 -0.8149 -3.2104 -0.1 -0.9 -0.4
C -3.7737 0.4218 -2.8319 0.7 -1.3 1.5
F -4.7140 1.2020 -3.3018 -1.0 1.4 -1.2
F -3.9506 0.4424 -1.5086 0.6 0.1 0.4
C -2.3025 0.7702 -3.2570 0.6 1.4 1.3
O -1.2715 0.4638 -2.4472 -1.8 -0.1 -1.6
C -2.0858 0.2583 -4.6706 0.5 -2.2 -0.5
F -0.9258 0.7128 -5.1789 -0.6 0.0 -0.3
F -3.1003 0.5262 -5.5287 0.5 0.1 0.0
F -1.9605 -1.1273 -4.6760 -0.1 1.4 0.0
C -2.2194 2.3198 -3.2701 0.0 -0.9 -0.8
F -2.9419 2.9065 -4.2253 -0.7 0.7 -1.0
F -0.9642 2.6599 -3.4950 0.8 0.9 0.1
F -2.6199 2.8324 -2.1307 -0.2 0.4 1.1
S -4.2757 4.4384 2.4196 -0.6 0.1 -0.1
C -3.4434 3.0024 2.5165 1.2 0.1 -0.2
S -3.1598 1.9248 1.1147 -0.7 1.4 1.2
C -1.9674 1.0805 2.0377 -0.5 0.2 1.0
N -1.7223 1.5663 3.2219 -0.3 0.6 1.4
N -2.6299 2.6098 3.5584 -0.3 -0.3 -2.3
C -2.6978 3.0589 4.8864 -1.4 -0.2 1.4
C -1.5987 2.8313 5.7550 -0.6 -0.5 0.2
C -1.6985 2.9554 7.1387 0.4 0.9 0.6
C -2.8877 3.4324 7.6782 0.1 -0.1 1.7
C -3.9844 3.6763 6.8811 0.2 -0.8 -2.3
C -3.9688 3.4822 5.4549 1.1 0.5 0.8
S -1.4224 -0.3673 1.4850 0.7 -1.0 -0.2
H -0.7024 2.3704 5.4015 0.3 0.0 -0.7
H -0.8266 2.7827 7.8436 -1.1 0.0 -1.2
H -3.0080 3.5693 8.7967 0.3 -0.2 -1.4
H -4.8950 3.8483 7.3953 -0.9 0.6 0.1
H -4.8683 3.7457 4.8151 1.4 -0.7 0.9
```
Forces are in eV/Å.

These are the Mulliken partial charges, in e, on atoms 1 to 2:
1 Pd -0.242
2 C -1.194



Record 2
ORCA calculation (ωB97M-V/def2-TZVPD) on one molecule with the formula C3HCl3O.

The calculation puts the total energy at -42738.2969 eV. The HOMO energy is -0.366 hartree. The calculation puts the energy relative to the best compared isomer or geometry (same formula, charge and spin) at 303.3 kJ/mol.

Geometry as XYZ:
```
8
Properties=species:S:1:pos:R:3:forces:R:3
C 1.5160 -0.7119 0.1417 0.6 0.4 0.0
C 2.4095 0.2624 0.3100 -4.7 1.1 0.9
C 0.2568 -0.0077 0.5505 0.2 -0.2 -0.1
O 0.8138 1.2292 0.8034 3.2 -1.2 -0.8
Cl 1.7839 -2.3025 -0.3849 0.0 -0.2 0.0
Cl 3.8781 0.8967 0.2335 0.8 0.3 0.0
Cl -0.4385 -0.7549 2.0308 -0.1 -0.1 0.0
H -0.5507 0.0224 -0.1882 0.1 -0.1 0.1
```
Forces are in eV/Å.

These are the Mulliken partial charges, in e, on atoms 1 to 2:
1 C 0.036
2 C 0.312



Record 3
ORCA calculation (ωB97M-V/def2-TZVPD) on one molecule with the formula C4H9O2.

The calculation puts the total energy at -8385.7702 eV. Its multiplicity is 2. The HOMO energy (alpha / beta) is -0.380 / -0.364 hartree. As for the expectation value of S²: 0.76. The calculation puts the energy relative to the best compared isomer or geometry (same formula, charge and spin) at 109.8 kJ/mol.

Geometry as XYZ:
```
15
Properties=species:S:1:pos:R:3:forces:R:3
C 0.5895 -0.0351 -0.5925 1.2 -0.1 -0.6
C 0.8559 0.2443 0.8974 -2.0 -2.2 -1.5
C -0.2144 -0.5693 1.7845 0.1 2.5 1.6
O -0.4197 -1.8597 1.5989 0.2 0.0 -0.8
C -0.6351 0.6076 -1.2714 1.7 0.9 0.5
O -0.6692 0.1192 -2.6067 -0.9 -0.2 0.6
H 0.5324 -1.1033 -0.8367 0.1 0.0 0.4
H 1.4949 0.3175 -1.1433 -0.6 -0.1 0.2
H 1.7817 -0.1830 1.2549 0.6 0.8 -0.2
H 0.6084 1.2907 1.0043 0.7 0.3 0.9
H -1.0955 0.0957 1.5942 -0.2 -0.8 0.0
H 0.1526 -0.3102 2.8095 -0.4 -0.4 -0.2
H -1.5287 0.4727 -0.6630 -0.4 -0.3 -0.4
H -0.4527 1.6982 -1.3206 -0.3 -0.4 -0.2
H -1.0000 -0.7853 -2.5096 0.1 0.1 -0.4
```
Forces are in eV/Å.

These are the Mulliken partial charges, in e, on atoms 1 to 2:
1 C -0.455
2 C -0.583